Record 1
Below is a structure of composition C4H6CsO4, with properties calculated with ωB97M-V/def2-TZVPD.

Summary:
- Strongest force on any atom: 1.629 eV/Å
- Energy above the lowest of the compared OMol25 structures with the same formula, charge and spin: 0.3607 eV
- DFT total energy: -12985.679 eV
- Frontier orbital gap: 6.0 eV

The geometry in ORCA input format:
```
! RIJCOSX wB97M-V def2-TZVPD def2/J DEFGRID3
* xyz -1 1
Cs 0.341 0.286 1.875
C 3.842 -0.103 -1.478
C 3.042 0.266 -0.241
O 3.253 -0.413 0.805
O 2.194 1.200 -0.260
H 4.638 -0.799 -1.223
H 4.310 0.798 -1.880
H 3.184 -0.540 -2.228
C -3.204 -0.175 1.196
C -4.022 0.036 -0.079
O -4.935 0.889 0.039
O -3.705 -0.589 -1.110
H -2.128 -0.180 0.993
H -3.271 -1.188 1.621
H -3.540 0.512 1.969
*
```

Listed below, in e, are the Mulliken charges computed for each atom: atom 1 (Cs): 1.024, atom 2 (C): -0.803, atom 3 (C): 0.665, atom 4 (O): -0.747, atom 5 (O): -0.802, atom 6 (H): 0.258, atom 7 (H): 0.252, atom 8 (H): 0.199, atom 9 (C): -0.123, atom 10 (C): 0.500, atom 11 (O): -0.732, atom 12 (O): -0.732, atom 13 (H): -0.542, atom 14 (H): 0.268, atom 15 (H): 0.315

=====

Record 2
Below is a structure of composition C4H6EuO7, with properties calculated with ωB97M-V/def2-TZVPD.

Summary:
- Strongest force on any atom: 3.102 eV/Å
- Energy above the lowest of the compared OMol25 structures with the same formula, charge and spin: 0.8899 eV
- Expectation value of S²: 15.759
- DFT total energy: -37890.591 eV
- Frontier orbital gap (alpha / beta): 8.5 / 8.8 eV

The geometry in ORCA input format:
```
! RIJCOSX wB97M-V def2-TZVPD def2/J DEFGRID3
* xyz 2 8
O 0.473 -1.274 0.544
C -0.342 -0.741 1.501
C -1.595 -0.105 0.897
O -2.558 -1.164 0.705
C -2.387 -2.088 1.594
O -1.269 -2.115 2.170
O -3.191 -3.086 1.518
H 1.194 -1.786 0.932
H 0.124 -0.655 2.485
H -1.400 0.307 -0.097
H -2.041 0.620 1.582
H -2.893 -3.842 2.049
O 1.919 1.208 -0.411
C 1.399 2.002 0.500
O 0.795 1.551 1.538
O 1.502 3.235 0.324
Eu 1.491 4.132 2.643
H 1.433 0.361 -0.417
*
```

Listed below, in e, are the Mulliken charges computed for each atom: atom 1 (O): -0.467, atom 2 (C): 0.250, atom 3 (C): -0.269, atom 4 (O): -0.295, atom 5 (C): 0.705, atom 6 (O): -0.454, atom 7 (O): -0.349, atom 8 (H): 0.380, atom 9 (H): 0.394, atom 10 (H): 0.301, atom 11 (H): 0.314, atom 12 (H): 0.399, atom 13 (O): -0.426, atom 14 (C): 0.885, atom 15 (O): -0.730, atom 16 (O): -0.741, atom 17 (Eu): 1.672, atom 18 (H): 0.429

=====

Record 3
Below is a structure of composition C4H6F12LiN2O11S4, with properties calculated with ωB97M-V/def2-TZVPD.

Summary:
- Strongest force on any atom: 4.042 eV/Å
- Energy above the lowest of the compared OMol25 structures with the same formula, charge and spin: 2.3756 eV
- DFT total energy: -105905.026 eV
- Frontier orbital gap: 8.4 eV

The geometry in ORCA input format:
```
! RIJCOSX wB97M-V def2-TZVPD def2/J DEFGRID3
* xyz -1 1
Li -1.019 1.305 1.302
C 2.553 -6.097 -2.828
F 3.166 -6.221 -4.045
F 1.526 -6.914 -2.751
F 3.414 -6.308 -1.795
S 1.911 -4.277 -2.671
O 3.152 -3.540 -2.620
O 1.105 -4.007 -3.860
N 0.798 -4.355 -1.366
S 1.173 -3.027 -0.688
O 2.312 -3.133 0.202
O 1.030 -1.881 -1.621
C -0.394 -2.729 0.415
F -1.469 -2.605 -0.365
F -0.465 -3.739 1.313
F -0.253 -1.582 1.067
C -2.795 3.376 -0.747
F -3.188 2.125 -0.465
F -1.797 3.320 -1.655
F -3.825 4.110 -1.140
S -2.036 4.131 0.901
O -1.945 5.547 0.573
O -2.977 3.761 1.935
N -0.537 3.176 1.093
S 0.538 4.327 1.138
O 0.783 4.905 -0.184
O 0.456 5.312 2.184
C 2.135 3.319 1.610
F 2.602 2.632 0.562
F 3.065 4.229 2.033
F 1.916 2.521 2.749
O -2.696 0.123 1.189
H -3.584 0.069 1.543
H -2.642 -0.598 0.563
O -0.609 0.742 -0.762
H 0.138 0.339 -1.206
H -1.288 0.795 -1.435
O -0.178 0.421 2.925
H 0.413 0.812 3.568
H -0.489 -0.383 3.342
*
```

Listed below, in e, are the Mulliken charges computed for each atom: atom 1 (Li): 1.000, atom 2 (C): 0.575, atom 3 (F): -0.206, atom 4 (F): -0.210, atom 5 (F): -0.224, atom 6 (S): 1.029, atom 7 (O): -0.598, atom 8 (O): -0.652, atom 9 (N): -0.480, atom 10 (S): 1.109, atom 11 (O): -0.647, atom 12 (O): -0.648, atom 13 (C): 0.613, atom 14 (F): -0.258, atom 15 (F): -0.252, atom 16 (F): -0.128, atom 17 (C): 0.665, atom 18 (F): -0.183, atom 19 (F): -0.221, atom 20 (F): -0.205, atom 21 (S): 0.883, atom 22 (O): -0.555, atom 23 (O): -0.634, atom 24 (N): -0.413, atom 25 (S): 0.856, atom 26 (O): -0.635, atom 27 (O): -0.607, atom 28 (C): 0.550, atom 29 (F): -0.187, atom 30 (F): -0.213, atom 31 (F): -0.244, atom 32 (O): -0.399, atom 33 (H): 0.211, atom 34 (H): 0.250, atom 35 (O): -0.346, atom 36 (H): 0.173, atom 37 (H): 0.224, atom 38 (O): -0.410, atom 39 (H): 0.201, atom 40 (H): 0.216

=====

Record 4
Below is an isolated molecule of C4H6F2, with properties calculated with ωB97M-V/def2-TZVPD.

Summary:
- SMILES string: FC(F)C1CC1
- Strongest force on any atom: 6.809 eV/Å
- Energy above the lowest of the compared OMol25 structures with the same formula, charge and spin: 2.2499 eV
- DFT total energy: -9677.512 eV
- Frontier orbital gap: 12.2 eV

The geometry in ORCA input format:
```
! RIJCOSX wB97M-V def2-TZVPD def2/J DEFGRID3
* xyz 0 1
F 2.018 1.172 -0.077
C 1.355 -0.076 0.123
F 2.201 -1.083 -0.058
C 0.067 -0.042 -0.523
C -0.964 0.679 0.100
C -1.028 -0.810 0.035
H 0.998 -0.062 1.212
H 0.398 0.163 -1.608
H -1.621 1.369 -0.605
H -1.112 1.008 1.236
H -1.746 -1.201 -0.791
H -0.566 -1.116 0.955
*
```

Listed below, in e, are the Mulliken charges computed for each atom: atom 1 (F): -0.296, atom 2 (C): 0.340, atom 3 (F): -0.269, atom 4 (C): -0.096, atom 5 (C): -0.425, atom 6 (C): -0.549, atom 7 (H): 0.074, atom 8 (H): 0.285, atom 9 (H): 0.226, atom 10 (H): 0.200, atom 11 (H): 0.260, atom 12 (H): 0.250

=====

Record 5
Below is a structure of composition C4H6F2N2V, with properties calculated with ωB97M-V/def2-TZVPD.

Summary:
- Strongest force on any atom: 7.717 eV/Å
- Energy above the lowest of the compared OMol25 structures with the same formula, charge and spin: 6.9689 eV
- Expectation value of S²: 2.126
- DFT total energy: -38335.135 eV
- Frontier orbital gap (alpha / beta): 3.4 / 4.8 eV

The geometry in ORCA input format:
```
! RIJCOSX wB97M-V def2-TZVPD def2/J DEFGRID3
* xyz 1 3
V -0.904 -2.585 -1.816
F 0.411 -4.127 -1.359
F -0.184 -1.421 -0.275
C 2.750 -0.414 0.296
C 3.108 0.165 -0.970
N 3.330 0.569 -2.015
H 2.321 -1.399 0.114
H 1.914 0.198 0.635
H 3.532 -0.434 1.054
C -2.901 1.193 0.444
C -2.324 2.287 1.195
N -1.862 3.184 1.788
H -3.201 0.379 1.105
H -2.144 0.829 -0.250
H -3.845 1.575 0.053
*
```

Listed below, in e, are the Mulliken charges computed for each atom: atom 1 (V): 1.848, atom 2 (F): -0.439, atom 3 (F): -0.395, atom 4 (C): -0.631, atom 5 (C): 0.298, atom 6 (N): -0.350, atom 7 (H): 0.163, atom 8 (H): 0.206, atom 9 (H): 0.303, atom 10 (C): -0.559, atom 11 (C): 0.224, atom 12 (N): -0.323, atom 13 (H): 0.269, atom 14 (H): 0.087, atom 15 (H): 0.298

=====

Record 6
Below is a cluster of 2 separate species, C4H6F2O in total, with properties calculated with ωB97M-V/def2-TZVPD.

Summary:
- Strongest force on any atom: 4.678 eV/Å
- Energy above the lowest of the compared OMol25 structures with the same formula, charge and spin: 4.6764 eV
- DFT total energy: -11722.992 eV
- Frontier orbital gap (alpha / beta): 7.8 / 8.9 eV

The geometry in ORCA input format:
```
! RIJCOSX wB97M-V def2-TZVPD def2/J DEFGRID3
* xyz 0 1
C -1.826 -0.658 1.600
C -2.883 -0.726 0.593
C 2.344 0.226 -1.235
C 1.633 0.645 -0.032
O -0.670 -0.506 1.545
F 0.845 1.728 -0.274
F 2.371 1.029 1.075
H -3.251 0.388 0.638
H -3.528 -1.502 0.783
H -2.514 -1.110 -0.292
H 2.044 -0.752 -1.473
H 1.943 0.820 -1.946
H 3.493 0.418 -0.982
*
```

Listed below, in e, are the Mulliken charges computed for each atom: atom 1 (C): 0.118, atom 2 (C): -0.681, atom 3 (C): -0.837, atom 4 (C): 0.535, atom 5 (O): -0.281, atom 6 (F): -0.263, atom 7 (F): -0.267, atom 8 (H): 0.231, atom 9 (H): 0.331, atom 10 (H): 0.283, atom 11 (H): 0.243, atom 12 (H): 0.331, atom 13 (H): 0.255

=====

DFT total energy of number 1 (C4H6CsO4)?
-12985.679 eV

=====

Which formula does entry 1 have?
C4H6CsO4